DFT (ωB97M-V/def2-TZVPD) results for a 2-piece molecular cluster, C5H7NO4 overall in a non-equilibrium geometry.

XYZ file:
```
17
Properties=species:S:1:pos:R:3:forces:R:3:nbo_charge:R:1
C -1.422248 1.535589 1.837192 -1.3 -0.9 2.3 -0.011
C 2.309972 0.147326 1.255621 1.4 2.4 1.5 1.030
C -1.226972 -1.328335 -0.363443 -0.6 -1.2 0.6 -0.661
C -0.472924 -0.293234 -1.158727 0.9 0.8 0.2 0.033
C -0.227634 0.977927 -0.321031 -0.4 0.0 3.7 0.411
N -0.665186 1.137918 0.962246 2.0 -0.6 -5.1 -0.420
O 2.611268 1.228160 1.556658 -0.5 0.0 -0.6 -0.505
O 2.163225 -0.973783 1.114915 -0.9 -2.4 -0.9 -0.529
O 0.743704 -0.837097 -1.717539 -0.2 0.4 0.4 -0.718
O 0.623644 1.902029 -0.877241 -0.9 0.4 3.3 -0.652
H -1.377221 1.086555 2.930206 0.7 1.0 -1.9 0.165
H -0.615524 -1.384422 0.532926 -0.3 0.2 0.7 0.224
H -2.305863 -1.079979 -0.053869 1.7 -0.4 -0.7 0.248
H -1.070471 -2.406274 -0.701173 -0.8 1.5 -0.4 0.231
H -0.838043 0.183285 -2.043234 -1.5 -0.4 -0.8 0.190
H 1.043081 -1.580001 -1.189277 0.1 0.0 0.3 0.477
H 0.727193 1.684337 -1.764230 0.6 -0.8 -2.6 0.486
```
Forces are in eV/Å.

Its LUMO energy is 0.443 eV. Its HOMO-LUMO gap is 0.2880 hartree. The spin multiplicity is 1. The calculation puts the electronic energy at -14975.1868 eV. For the HOMO energy, the calculation gives -7.40 eV.